Density functional theory data (wB97M-V/def2-TZVPD) for C22H39N3O7S3Zr as an isolated structure.

## Properties
- ΔE to the lowest compared entry with this formula, charge and spin: 53.8 kJ/mol
- Total energy: -76025.105 eV
- Orbital gap: 7.7 eV
- LUMO energy: -6.034 eV

ORCA input file:
```
! wB97M-V def2-TZVPD RIJCOSX def2/J DEFGRID3
* xyz 2 1
Zr -0.292 0.004 -0.443
C 1.322 0.104 -3.662
O 1.330 -0.447 -2.323
C 2.647 -0.917 -1.996
C 2.820 -0.728 -0.513
O 1.652 -1.216 0.170
C 1.578 -2.649 0.319
C 0.724 -3.248 -0.775
O -0.433 -2.420 -0.923
C -1.595 -3.189 -1.296
H 2.125 0.833 -3.758
H 1.459 -0.703 -4.384
H 0.375 0.603 -3.818
H 2.755 -1.957 -2.311
H 3.396 -0.322 -2.523
H 3.711 -1.231 -0.137
H 2.872 0.334 -0.277
H 2.584 -3.071 0.311
H 1.121 -2.826 1.288
H 1.237 -3.321 -1.736
H 0.425 -4.254 -0.475
H -1.826 -3.904 -0.506
H -2.426 -2.505 -1.422
H -1.398 -3.724 -2.226
C 2.134 5.085 -1.031
S 0.639 4.960 -0.025
C -0.014 3.406 -0.499
S 0.920 2.223 -1.407
N -1.217 3.170 -0.106
N -1.602 1.927 -0.620
C -2.548 1.970 -1.466
C -2.691 0.849 -2.395
C -3.782 0.737 -3.233
C -3.809 -0.292 -4.166
C -2.729 -1.153 -4.233
C -1.668 -0.965 -3.360
N -1.629 0.015 -2.459
H 2.535 6.073 -0.811
H 2.871 4.329 -0.772
H 1.884 5.029 -2.087
H -3.128 2.880 -1.598
H -4.597 1.443 -3.151
H -4.655 -0.411 -4.828
H -2.700 -1.960 -4.950
H -0.812 -1.627 -3.384
C -2.218 -2.836 2.614
C -2.019 -1.415 2.123
C -2.347 -0.381 3.190
O -0.649 -1.243 1.661
C -2.884 -1.124 0.901
O -4.054 -1.383 0.875
O -2.225 -0.562 -0.102
H -1.618 -3.022 3.505
H -1.934 -3.554 1.844
H -3.268 -2.994 2.854
H -1.735 -0.536 4.082
H -3.392 -0.483 3.476
H -2.200 0.633 2.809
H -0.129 -0.872 2.382
C 3.528 1.598 2.341
C 2.475 2.631 1.976
S 0.746 2.203 2.217
O 0.510 0.972 1.308
C 0.709 1.534 3.895
C 1.326 0.154 4.123
H 4.482 1.915 1.920
H 3.290 0.615 1.936
H 3.661 1.510 3.417
H 2.505 2.891 0.916
H 2.589 3.561 2.538
H -0.353 1.548 4.140
H 1.179 2.320 4.491
H 1.552 -0.358 3.185
H 0.648 -0.468 4.706
H 2.260 0.218 4.675
*
```